A gas-phase ion, C2H6N2O3P (charge -1) in a non-equilibrium geometry. Source: OMol25; level of theory: ωB97M-V/def2-TZVPD.

Computed properties:
**HOMO-LUMO gap**: 0.313 hartree
**Charge**: -1
**HOMO level**: -0.16924 hartree
**Calculated total energy**: -756.48968 a.u.
**SMILES string**: CN[P@](=O)([O-])C(N)=O
**ΔE to the lowest compared entry with this formula, charge and spin**: 222.8 kJ/mol
**LUMO**: 3.9 eV
**Molecular weight**: 137.06 g mol⁻¹

XYZ file:
```
14
Properties=species:S:1:pos:R:3:mulliken_charge:R:1
H -0.182 -1.866 -2.375 0.205
N 0.108 1.219 -0.478 -0.479
C 1.465 -0.524 -2.417 0.302
H 0.938 -0.132 0.645 0.271
H -0.419 0.542 1.553 0.271
O 1.911 -1.203 -3.328 -0.609
P 1.470 1.364 -1.477 0.780
H -0.356 -0.204 -1.405 0.413
C 0.400 0.851 0.864 -0.753
O 2.718 1.645 -0.682 -0.744
H 0.987 1.477 1.474 0.302
N 0.245 -1.030 -1.891 -0.439
H -0.225 2.023 -0.868 0.213
O 1.083 2.333 -2.539 -0.734
```